ORCA calculation (the ωB97M-V functional and the def2-TZVPD basis) on 2 unconnected molecules or ions with the total composition CH5NO3P.

XYZ file:
```
11
Properties=species:S:1:pos:R:3:forces:R:3:nbo_charge:R:1
C 2.63084 0.36492 -0.18968 0.1 0.1 0.2 -0.605
N -1.98898 0.34186 0.90397 -0.1 -0.2 0.8 -0.642
O -1.44360 -0.38628 -1.54158 -0.3 -0.2 -0.8 -1.178
O -2.79106 1.29760 0.28839 -0.4 0.3 -0.3 -0.590
O -0.65428 -1.81816 0.47615 -0.2 0.0 -0.4 -1.013
P -0.89857 -0.29427 -0.15549 1.0 0.1 0.2 1.632
H 2.64222 1.10531 0.58708 -0.2 0.2 0.2 0.154
H 2.95867 -0.61979 0.07467 -0.1 -0.4 0.0 0.153
H 2.81356 0.69954 -1.18785 -0.1 0.1 -0.5 0.155
H -2.87669 1.01901 -0.64517 0.2 -0.1 0.1 0.460
H -0.39211 -1.70974 1.38951 0.1 0.0 0.4 0.474
```
Positions in Å, forces in eV/Å.

Computed properties:
LUMO (alpha / beta): 3.92 / 3.50 eV
electronic energy: -662.86067 Eh
ΔE to the lowest compared entry with this formula, charge and spin: 467.4 kJ/mol
F_max: 0.0190 Eh/bohr
frontier orbital gap (alpha / beta): 7.21 / 5.99 eV
charge: -1



ORCA calculation (the ωB97M-V functional and the def2-TZVPD basis) on 2 unconnected molecules or ions with the total composition C6H13O4P in a non-equilibrium geometry.

XYZ file:
```
24
Properties=species:S:1:pos:R:3:forces:R:3:nbo_charge:R:1
C -1.64141 -1.34272 -0.29726 1.9 1.3 0.9 0.074
C -2.31425 -0.25469 0.33434 0.1 0.0 2.0 0.164
C -1.78318 1.14467 0.36108 -0.4 1.6 1.0 -0.658
C -3.29377 -0.62833 1.48362 0.6 -0.1 -1.0 -0.640
C 3.26321 -1.85893 -0.50289 -1.3 2.8 -2.0 -0.251
C 1.73084 2.00422 -1.42366 -0.6 0.8 1.4 -0.267
O 1.64954 0.98106 1.61583 -0.7 -1.5 -2.2 -1.002
O -2.59214 -0.75296 -1.00565 -1.2 -0.7 -1.2 -0.428
O 2.88879 -0.96371 0.59315 0.1 -1.1 -1.0 -0.798
O 2.33638 0.81110 -0.98166 -0.5 -0.8 1.8 -0.792
P 1.66550 0.07347 0.38449 2.2 2.1 1.1 1.882
H -1.16819 -2.27620 -0.08471 -0.5 -0.7 -0.6 0.210
H -2.69310 1.81813 0.66641 1.7 -0.7 -1.4 0.216
H -1.20653 1.36026 -0.56928 -1.0 0.2 0.4 0.229
H -1.04935 1.39683 1.16999 -0.5 -0.9 -0.4 0.258
H -4.18574 -1.13342 1.06124 0.5 0.2 0.4 0.233
H -3.59395 0.27493 2.03072 0.0 -0.4 0.0 0.219
H -2.69432 -1.31449 2.11885 -0.8 0.4 0.0 0.226
H 2.37516 -2.28652 -0.95108 -0.4 0.0 -0.1 0.174
H 3.81099 -2.65164 -0.18054 1.7 -1.9 1.6 0.190
H 3.83738 -1.36826 -1.35844 -0.8 -0.1 1.4 0.195
H 2.48267 2.62124 -1.89173 -0.1 -0.2 -0.8 0.203
H 1.31202 2.65206 -0.62295 0.5 -0.5 0.1 0.185
H 0.86345 1.69389 -1.94987 -0.6 0.3 -1.5 0.177
```
Positions in Å, forces in eV/Å.

Computed properties:
LUMO (alpha / beta): 0.55 / -1.93 eV
electronic energy: -878.57988 Eh
ΔE to the lowest compared entry with this formula, charge and spin: 594.0 kJ/mol
F_max: 0.0712 Eh/bohr
frontier orbital gap (alpha / beta): 9.74 / 5.63 eV
charge: 0



ORCA calculation (the ωB97M-V functional and the def2-TZVPD basis) on 2 unconnected molecules or ions with the total composition C8H13IN2 in a non-equilibrium geometry.

XYZ file:
```
24
Properties=species:S:1:pos:R:3:forces:R:3:nbo_charge:R:1
C 0.42192 3.01055 1.10532 -0.8 -2.1 3.5 -0.596
C -0.74089 2.22036 0.49592 0.0 -1.6 0.2 -0.429
C -0.50721 0.94248 -0.36733 0.1 0.8 2.8 0.194
C -0.40771 1.10465 -1.70670 0.1 1.5 -1.5 -0.038
N -0.29950 0.08745 -2.52258 0.4 -1.4 -0.4 -0.372
C -0.15975 -1.11028 -1.95757 1.5 -1.3 -1.2 -0.016
C -0.15559 -1.30090 -0.55827 -0.9 -0.7 0.2 0.182
C 0.00116 -2.64271 0.18035 1.8 0.0 1.6 -0.428
C -0.95546 -2.84232 1.38969 -0.9 2.0 -0.8 -0.613
N -0.46963 -0.27358 0.22272 0.6 1.2 -0.4 -0.412
H 1.16520 2.26048 1.50454 -0.8 0.8 0.1 0.213
H 0.08441 3.71242 1.98308 0.6 -1.4 -1.8 0.216
H 0.96509 3.52677 0.42082 1.3 1.9 -2.2 0.199
H -1.29111 2.81889 -0.17001 -0.9 1.2 -0.6 0.201
H -1.41845 1.89919 1.28270 -0.1 0.0 0.2 0.220
H -0.37498 2.10459 -2.20169 -0.3 -0.7 0.7 0.197
H 0.16908 -1.92363 -2.70919 -1.0 1.0 1.5 0.204
H -0.15211 -3.48962 -0.43392 0.0 -0.6 -1.2 0.212
H 1.09304 -2.80325 0.63336 -2.0 0.7 -1.2 0.207
H -2.01028 -2.61346 1.01616 1.2 -0.2 0.6 0.204
H -0.67534 -2.00820 2.12230 -0.7 -1.8 -0.4 0.233
H -0.98855 -3.90337 1.70613 0.5 0.9 0.3 0.218
I 3.22321 -0.03332 -0.21842 0.2 0.7 -0.5 -0.103
H 3.48344 1.25683 -1.21743 -0.1 -0.7 0.5 0.110
```
Positions in Å, forces in eV/Å.

Computed properties:
LUMO: 0.33 eV
electronic energy: -719.78968 Eh
ΔE to the lowest compared entry with this formula, charge and spin: 21.3 kJ/mol
F_max: 0.0819 Eh/bohr
frontier orbital gap: 9.78 eV
charge: 0



ORCA calculation (the ωB97M-V functional and the def2-TZVPD basis) on 2 unconnected molecules or ions with the total composition C7H11N2S in a non-equilibrium geometry.

XYZ file:
```
21
Properties=species:S:1:pos:R:3:forces:R:3:nbo_charge:R:1
C 1.15741 -0.26563 1.32085 0.7 -0.8 0.7 -0.342
C 1.52266 -0.04005 -0.07575 0.3 -0.8 -1.7 -0.125
C -0.17078 -0.32780 1.50707 0.1 0.9 2.1 -0.303
C 0.24561 0.01718 -0.92602 -0.8 0.5 -0.3 -0.256
C 0.14124 -0.04156 -2.24528 0.3 -0.4 2.8 0.075
C -0.03638 -0.06443 -3.51136 0.3 2.4 -1.9 -0.398
C 2.41768 2.15083 0.60218 -1.8 -0.1 -1.4 0.123
N 2.40706 1.17625 -0.20100 -1.0 0.0 0.6 -0.346
N -4.30385 -1.71459 1.65397 1.1 1.8 2.0 -1.100
S -1.23238 0.04223 0.19360 1.1 -0.1 -0.8 0.403
H 2.03621 -0.50751 1.99527 -1.7 0.3 -0.3 0.257
H 2.10864 -0.85129 -0.50990 0.3 0.1 0.2 0.248
H -0.61586 -0.37525 2.53141 0.3 -0.4 -1.1 0.266
H -0.11434 -0.93843 -4.14630 -0.1 0.0 0.1 0.261
H 2.79981 1.43221 -1.06545 1.0 -0.6 -1.7 0.428
H -0.00369 0.99335 -3.99162 -0.3 -2.0 0.5 0.253
H 1.64924 2.16262 1.31253 -0.3 -0.2 2.1 0.232
H 2.73487 3.05201 0.17463 1.4 1.3 0.2 0.220
H -4.21354 -2.35436 0.92603 -1.1 -1.4 -1.3 0.368
H -3.42231 -1.85463 2.15357 -0.7 0.3 0.3 0.346
H -5.10729 -1.69113 2.30156 0.8 -0.7 -1.0 0.389
```
Positions in Å, forces in eV/Å.

Computed properties:
LUMO: -5.18 eV
electronic energy: -780.63731 Eh
ΔE to the lowest compared entry with this formula, charge and spin: 374.5 kJ/mol
F_max: 0.0605 Eh/bohr
frontier orbital gap: 6.77 eV
charge: +1



ORCA calculation (the ωB97M-V functional and the def2-TZVPD basis) on a molecular structure, C27H31BF6N6O2SbY in a non-equilibrium geometry.

XYZ file:
```
75
Properties=species:S:1:pos:R:3:forces:R:3:lowdin_spin:R:1
Y 1.59555 -1.50016 17.89551 1.9 -0.2 0.2 0.048
C 6.73400 1.22361 18.05006 -0.7 0.3 0.4 0.000
C 5.75466 1.85156 17.25834 -0.1 -1.1 0.8 0.000
C 4.40853 1.56501 17.52696 -0.4 0.0 0.1 0.000
C 4.00072 0.78679 18.63346 1.8 0.9 -0.8 -0.002
C 5.00895 0.17437 19.40118 -0.1 0.1 0.4 -0.001
C 6.34975 0.40580 19.12621 0.1 0.5 -0.6 0.000
N 2.67312 0.51701 18.92799 -2.5 -1.3 0.9 -0.022
C 1.94618 0.98321 19.95099 3.4 0.8 -1.6 0.008
C 2.11083 2.36327 20.51272 -0.9 0.2 0.7 0.010
C 1.78924 2.48854 21.93381 0.8 -2.8 1.7 0.050
C 1.40145 1.35354 22.64157 0.4 2.0 -0.2 -0.010
C 0.90738 0.21185 21.95771 0.0 0.7 -0.4 0.046
C 1.12848 0.05669 20.61944 -1.6 -0.9 0.7 -0.006
N 0.70340 -1.10816 19.92578 -0.7 1.2 1.1 0.216
N -0.34625 -1.68632 20.48868 0.4 -0.2 -0.8 0.258
C -0.79410 -2.71584 19.70706 -1.2 -1.7 0.2 0.028
C -1.97115 -3.52498 20.13686 1.9 2.0 -0.2 0.041
C -2.38173 -4.50328 19.26484 -0.1 0.0 0.3 0.018
C -1.62658 -4.80378 18.08749 0.1 0.6 0.8 0.054
C -0.50364 -4.07393 17.79465 0.3 0.5 0.6 0.012
N -0.12173 -3.00574 18.55725 -0.3 -0.6 0.4 0.068
H 7.78647 1.41007 17.91895 0.1 0.1 -0.2 0.000
H 6.01543 2.52708 16.45253 0.0 -0.2 0.0 0.000
H 3.61789 1.92406 16.86652 0.2 0.2 0.2 0.000
H 4.75873 -0.47060 20.25045 -0.1 0.3 -0.3 0.000
H 7.11680 0.00808 19.78722 -0.2 -0.1 -0.2 0.000
H 2.92360 2.98407 20.11083 0.1 -0.4 0.2 0.001
H 1.83225 3.40821 22.48901 0.6 0.3 -0.2 0.002
H 1.55082 1.41748 23.71781 -1.0 -0.2 -0.1 -0.001
H 0.23910 -0.49402 22.41503 0.3 -0.5 0.5 0.003
H -2.42914 -3.22038 21.12295 0.4 -0.6 -1.4 0.000
H -3.28901 -5.05900 19.53279 0.5 0.0 -0.4 0.000
H -1.88426 -5.60860 17.44491 -0.3 -0.6 -0.3 0.003
H 0.21131 -4.30360 16.98624 -0.9 0.0 0.2 -0.001
F -0.16953 -0.56063 16.99164 -0.8 0.0 -1.9 0.011
Sb 0.30028 -0.75207 14.91128 -0.1 -0.4 1.0 0.042
F 2.04420 -0.17938 16.10359 -1.0 0.2 -1.7 0.019
F -0.60486 0.96442 14.51369 1.3 -2.3 0.7 0.032
F 1.29270 -0.76945 13.27094 -0.8 -0.1 1.6 0.020
F -1.11296 -2.03897 14.39778 1.8 2.0 0.7 0.027
F 1.22378 -2.45742 15.84007 -0.9 1.0 -1.1 0.015
C -1.70812 3.02350 18.01227 -0.2 0.7 0.2 0.000
C -0.56021 3.92831 18.44532 0.9 -1.9 0.1 0.000
C 0.19738 4.54455 17.29479 0.1 -1.0 -1.0 0.000
O 0.34390 2.85165 18.91977 0.1 1.5 1.4 0.001
B 0.85156 3.29598 20.10829 -0.1 0.1 -1.6 0.003
O 0.38942 4.51227 20.62628 0.2 -1.9 -1.1 0.002
C -0.72449 4.84324 19.74560 -1.7 0.1 -0.5 0.000
C -0.69451 6.32885 19.40165 0.9 -0.3 -2.3 0.000
C -2.09132 4.50760 20.44826 -0.1 1.2 -0.3 0.000
H -1.34621 2.23353 17.34301 0.1 0.4 0.1 0.000
H -2.45820 3.60841 17.50211 -0.6 -0.1 -0.1 0.000
H -2.07041 2.54577 18.92545 -0.4 0.0 -0.4 0.000
H 0.54335 3.75687 16.55755 -0.4 0.7 1.0 0.000
H 1.05278 5.08951 17.63740 0.6 0.3 0.2 0.000
H -0.40530 5.21763 16.72268 -0.5 0.6 -0.3 0.000
H 0.28703 6.70786 19.00595 -0.8 -0.7 0.3 0.000
H -0.89688 6.94795 20.21609 -0.6 0.8 1.5 0.000
H -1.44290 6.53566 18.60065 0.4 -0.1 0.6 0.000
H -2.17842 3.48089 20.78794 0.2 -0.2 -0.1 0.000
H -2.93545 4.72090 19.73258 0.9 -0.3 0.6 0.000
H -2.27002 5.16084 21.32752 0.4 -0.3 -0.5 0.000
C 6.09355 -4.53569 15.23137 -0.2 1.0 1.2 0.000
N 5.19524 -4.14080 16.37748 -0.6 -0.1 0.7 0.000
C 4.96573 -4.93197 17.51733 0.5 -0.6 -0.1 0.000
C 4.08844 -4.25701 18.31505 -0.2 0.5 -0.2 0.001
N 3.74859 -3.05101 17.71834 0.3 0.0 -1.3 0.002
C 4.43726 -3.02482 16.55645 -0.1 -0.8 0.9 0.000
H 7.08565 -4.09769 15.42843 -0.4 -0.2 -0.2 0.000
H 5.71923 -4.15274 14.26356 0.0 -0.5 0.7 0.000
H 6.16213 -5.61634 15.31565 0.0 0.0 -0.5 0.000
H 5.46217 -5.91186 17.70805 -0.5 1.1 -0.5 0.000
H 3.63662 -4.51662 19.27286 0.4 -0.1 -0.4 0.000
H 4.40479 -2.21713 15.85595 0.0 0.2 -0.3 0.000
```
Positions in Å, forces in eV/Å.

Computed properties:
LUMO (alpha / beta): -6.21 / -5.60 eV
electronic energy: -2429.14827 Eh
F_max: 0.0745 Eh/bohr
frontier orbital gap (alpha / beta): 3.10 / 4.80 eV
2S+1: 2
charge: +1
expectation value of S²: 0.7759



ORCA calculation (the ωB97M-V functional and the def2-TZVPD basis) on a molecular structure, C3H7O3P in a non-equilibrium geometry.

XYZ file:
```
14
Properties=species:S:1:pos:R:3:forces:R:3:nbo_charge:R:1
C 1.20786 0.17885 0.62398 -0.2 0.7 3.0 -0.456
C 0.89584 -1.08364 -0.10430 2.4 2.2 -1.5 -0.458
C 0.59589 0.23895 -0.70020 1.5 3.0 -2.7 0.107
O -2.44880 -1.33390 -0.17418 -1.4 -2.0 -3.4 -0.988
O -3.20705 0.91045 -0.21430 -2.4 -2.9 -0.4 -1.001
O -0.65855 0.78015 -0.85382 -2.9 -1.6 2.0 -0.822
P -2.16691 -0.01491 0.50250 4.4 3.3 1.4 1.584
H 0.59126 0.50117 1.55602 1.0 -0.8 -1.8 0.207
H 2.25438 0.36344 0.74372 0.4 0.4 0.0 0.212
H 1.65113 -1.69530 -0.50114 1.1 -0.5 -0.4 0.214
H 0.11667 -1.59312 0.18684 -4.1 -2.7 1.5 0.197
H 1.27233 0.76623 -1.55615 -1.3 -1.8 1.9 0.173
H -2.73521 -1.01771 -1.09113 0.3 -1.3 0.8 0.519
H -2.90266 1.75569 -0.28049 1.2 4.1 -0.5 0.512
```
Positions in Å, forces in eV/Å.

Computed properties:
LUMO: 0.61 eV
electronic energy: -685.51514 Eh
ΔE to the lowest compared entry with this formula, charge and spin: 285.1 kJ/mol
F_max: 0.1111 Eh/bohr
frontier orbital gap: 9.19 eV
charge: 0